Record 1
{
  "formula": "C4H16NO2",
  "method": "ωB97M-V/def2-TZVPD",
  "elements": ["C", "C", "C", "C", "N", "H", "H", "H", "H", "H", "H", "H", "H", "H", "H", "H", "H", "H", "H", "O", "H", "H", "O"],
  "xyz": [[-0.10324, -1.34322, -0.80453], [-0.60188, 0.11818, -0.97142], [-1.99255, 0.21255, -0.39630], [-1.98920, 0.45241, 1.09253], [1.33494, -1.32734, -0.31858], [-0.78164, -1.91948, -0.13361], [-0.27361, -1.70300, -1.84878], [0.09816, 0.77325, -0.54609], [-0.62983, 0.31936, -2.10215], [-2.46651, 1.16650, -0.95472], [-2.73283, -0.48709, -0.75675], [-1.86271, -0.49341, 1.69362], [-3.07389, 0.84433, 1.47724], [-1.18088, 1.13470, 1.23736], [1.76369, -2.21234, -0.63546], [1.59554, -1.41897, 0.71766], [1.89746, -0.51031, -0.73719], [2.27328, 2.37285, -1.69444], [0.75535, 3.08015, -1.78552], [1.38811, 2.47872, -1.32436], [1.63318, -0.46186, 3.39715], [2.79864, -0.24733, 2.76944], [2.15042, -0.82864, 2.62487]],
  "mulliken_charge": [-0.5305, -0.5101, -0.6573, -0.9802, -0.2689, 0.3461, 0.3232, 0.2832, 0.3449, 0.3004, 0.4085, 0.2701, 0.3050, 0.2985, 0.4245, 0.2953, 0.3635, 0.3123, 0.3260, -0.6376, 0.3342, 0.2889, -0.6403],
  "charge": 1,
  "gap_ev": 10.7850,
  "spin_multiplicity": 1,
  "e_lumo_ev": -3.3178
}

Record 2
{
  "formula": "C32H52ClGaO3PS",
  "method": "ωB97M-V/def2-TZVPD",
  "elements": ["Ga", "Cl", "P", "C", "H", "H", "C", "C", "C", "H", "C", "H", "H", "C", "H", "H", "C", "H", "H", "C", "H", "H", "H", "H", "C", "C", "H", "C", "H", "H", "C", "H", "H", "C", "H", "H", "C", "H", "H", "H", "H", "C", "H", "C", "H", "H", "C", "H", "H", "C", "H", "H", "C", "H", "H", "H", "H", "C", "C", "H", "C", "H", "C", "H", "H", "C", "H", "H", "C", "H", "H", "H", "H", "C", "C", "C", "C", "C", "C", "C", "S", "O", "O", "O", "H", "H", "H", "H", "H", "H", "H"],
  "xyz": [[1.29615, 0.24797, 0.24756], [2.75811, 1.62687, 1.13210], [0.88378, 0.86663, -1.93717], [-3.54209, -0.93092, 0.72668], [-4.48780, -0.56678, 0.28780], [-3.73654, -1.10624, 1.79745], [2.59503, 1.12204, -2.65409], [-0.08913, 2.46358, -1.94027], [2.67650, 1.17905, -4.18613], [2.86640, 2.11311, -2.24596], [4.08470, 1.61583, -4.60659], [2.46645, 0.18113, -4.60165], [1.93316, 1.87154, -4.60779], [5.17189, 0.69168, -4.04344], [4.14351, 1.64434, -5.70045], [4.25673, 2.63869, -4.24551], [5.03280, 0.45491, -2.53663], [5.12385, -0.27388, -4.56393], [6.15845, 1.11676, -4.25712], [3.59957, 0.08708, -2.11496], [5.71967, -0.33672, -2.21632], [5.32284, 1.36786, -1.99877], [3.34078, -0.91085, -2.49897], [3.56009, 0.03908, -1.01579], [-0.05392, -0.36994, -2.96263], [-1.60842, 2.22090, -1.94202], [0.19485, 2.90370, -0.96573], [-2.34314, 3.54878, -1.73288], [-1.90547, 1.79465, -2.91190], [-1.90592, 1.49596, -1.16577], [-1.97058, 4.58440, -2.79753], [-3.42401, 3.37122, -1.74149], [-2.08737, 3.93815, -0.73831], [-0.45477, 4.76171, -2.95098], [-2.39643, 4.27730, -3.76247], [-2.42424, 5.54952, -2.54541], [0.31322, 3.43557, -3.05668], [-0.23743, 5.37073, -3.83574], [-0.07043, 5.31349, -2.08283], [0.10392, 2.97799, -4.03737], [1.39387, 3.64051, -3.02391], [0.67674, -1.71998, -3.01415], [-0.98947, -0.50873, -2.38974], [-0.22732, -2.78351, -3.65235], [1.60136, -1.61073, -3.60406], [0.97960, -2.04538, -2.00516], [-0.76466, -2.35440, -5.02355], [0.33558, -3.71954, -3.75174], [-1.06630, -2.98945, -2.97216], [-1.37124, -0.94605, -5.01595], [0.05462, -2.38748, -5.75416], [-1.51655, -3.07496, -5.36604], [-0.43924, 0.09042, -4.37775], [-1.60923, -0.63261, -6.03986], [-2.31700, -0.95865, -4.45659], [0.46588, 0.19594, -4.99254], [-0.92954, 1.07425, -4.36585], [-1.52752, -2.28474, -0.07428], [-3.08983, -2.14396, 0.01830], [-0.99862, -1.48928, -0.61376], [-3.70723, -3.41317, 0.61119], [-3.44463, -2.05688, -1.02524], [-2.89483, -3.90548, 1.81252], [-4.74705, -3.21860, 0.90978], [-3.71995, -4.18729, -0.16650], [-1.52105, -4.39946, 1.37318], [-2.77080, -3.07360, 2.51946], [-3.43795, -4.70540, 2.33179], [-0.75024, -3.30645, 0.57235], [-0.93510, -4.70607, 2.24749], [-1.63044, -5.28749, 0.73740], [-0.03911, -2.80618, 1.25830], [-0.11152, -3.80224, -0.18282], [-0.04958, 3.02130, 7.43724], [-0.44946, 2.48304, 6.09483], [-1.48694, 1.54642, 6.00190], [-1.84225, 0.99706, 4.76710], [-1.17680, 1.41661, 3.61610], [-0.16675, 2.36201, 3.68356], [0.19368, 2.89688, 4.92538], [-1.45023, 0.45730, 2.01734], [-0.44188, 1.20102, 1.17532], [-1.02495, -0.88056, 2.41820], [-2.60623, 0.15111, 0.56698], [-0.87021, 3.58785, 7.89229], [0.20422, 2.20885, 8.12716], [0.81583, 3.68091, 7.34487], [-2.00408, 1.23424, 6.91253], [-2.62981, 0.24731, 4.70193], [0.37206, 2.66857, 2.78951], [0.99741, 3.63394, 4.98699]],
  "mulliken_charge": [-0.4169, -0.4366, 0.5900, -1.3867, 0.3393, 0.2883, 0.0595, 0.4873, -0.5535, 0.6869, -1.0146, 0.2808, 0.1820, -0.6869, 0.3883, 0.3628, -0.9577, 0.3105, 0.3937, -0.2175, 0.4322, 0.3480, 0.0857, 0.1365, -0.0036, 0.0841, 0.8075, -0.7678, 0.1814, -0.7490, -0.7393, 0.4365, 0.3491, -0.9742, 0.3021, 0.3761, -0.5791, 0.3995, 0.4104, 0.1401, 0.2972, -0.8179, 0.1494, -0.5262, 0.4582, 0.2281, -0.8815, 0.4002, 0.1670, -1.0234, 0.3437, 0.4340, -0.4106, 0.4074, 0.3737, 0.2674, 0.0769, -0.9807, 1.3173, 0.5642, -1.2726, 0.1281, -0.4342, 0.3319, 0.4219, -0.8587, 0.1526, 0.4057, -0.2875, 0.3301, 0.3499, 0.1506, 0.2091, -1.4239, 1.1252, -0.6465, -0.6666, 0.0086, -0.3917, -0.8854, 1.2815, -0.5798, -0.4989, -0.3476, 0.3012, 0.3224, 0.3351, 0.3103, 0.3701, 0.2828, 0.2571],
  "charge": -1,
  "gap_ev": [4.4941, 4.4793],
  "spin_multiplicity": 1,
  "e_lumo_ev": [2.5168, 2.5159]
}

Record 3
{
  "formula": "C37H35NdO3P2S",
  "method": "ωB97M-V/def2-TZVPD",
  "elements": ["C", "C", "C", "C", "C", "C", "P", "C", "C", "C", "C", "C", "C", "Nd", "P", "C", "C", "C", "C", "C", "C", "C", "C", "C", "C", "C", "C", "C", "C", "C", "C", "C", "C", "C", "C", "C", "C", "C", "C", "H", "H", "H", "H", "H", "H", "H", "H", "H", "H", "H", "H", "H", "H", "H", "H", "H", "H", "H", "H", "H", "H", "H", "H", "H", "H", "H", "H", "H", "H", "H", "H", "C", "S", "O", "O", "O", "H", "H", "H"],
  "xyz": [[-2.03807, 1.95058, -0.35669], [-0.84648, 1.91934, -1.10467], [-0.90175, 1.84216, -2.50542], [-2.12979, 1.88570, -3.15384], [-3.30418, 2.02920, -2.40237], [-3.26808, 1.98747, -1.00673], [0.77640, 1.76898, -0.25400], [2.01982, 2.65618, -1.28870], [3.00179, 1.91720, -1.99255], [3.75810, 2.53870, -2.98626], [3.67837, 3.92379, -3.13611], [2.83345, 4.68595, -2.31591], [1.98645, 4.05207, -1.40395], [1.43724, -1.04409, -0.12301], [-1.14348, -1.85156, 0.21509], [-1.46720, -2.13982, -1.55031], [-2.77224, -2.47016, -1.92739], [-3.25815, -1.99455, -3.14511], [-2.34881, -1.69498, -4.15972], [-0.97820, -1.71754, -3.89752], [-0.51565, -1.88434, -2.59447], [0.16751, -3.12735, 0.44754], [1.06774, -2.99863, 1.56407], [1.98685, -4.02791, 1.80821], [2.20452, -5.02224, 0.86623], [1.48021, -5.03096, -0.32713], [0.47030, -4.09868, -0.55185], [-2.25114, -1.75238, 1.63916], [-2.12405, -0.72328, 2.61407], [-3.04340, -0.62850, 3.65312], [-4.07975, -1.56674, 3.75191], [-4.15525, -2.63330, 2.85240], [-3.23186, -2.74677, 1.80883], [0.59224, 2.85316, 1.17435], [-0.29082, 3.93990, 1.17787], [-0.39668, 4.73711, 2.32465], [0.38939, 4.45264, 3.44524], [1.28621, 3.37047, 3.44387], [1.38255, 2.57407, 2.31156], [0.94322, -2.17329, 2.28142], [2.49101, -4.07954, 2.76922], [2.92318, -5.82145, 1.06805], [1.68238, -5.80427, -1.07473], [-0.12516, -4.14137, -1.47219], [-3.40768, -3.02877, -1.24477], [-4.33435, -1.85258, -3.29087], [-2.70480, -1.46525, -5.16065], [-0.27311, -1.60409, -4.72366], [0.57631, -1.93577, -2.42658], [-1.29512, -0.01823, 2.53731], [-2.95732, 0.16195, 4.40380], [-4.79548, -1.49141, 4.56716], [-4.93141, -3.39148, 2.96626], [-3.25513, -3.59696, 1.12171], [-0.91358, 4.16443, 0.30857], [-1.09837, 5.57652, 2.32121], [0.31231, 5.07724, 4.33332], [1.91004, 3.15106, 4.31447], [2.06141, 1.72050, 2.28695], [3.17600, 0.85444, -1.75833], [4.40690, 1.93312, -3.62312], [4.28281, 4.41261, -3.89468], [2.82315, 5.77494, -2.39038], [1.32697, 4.63731, -0.76684], [0.02677, 1.74351, -3.07465], [-2.15534, 1.79533, -4.24267], [-4.25537, 2.16565, -2.90549], [-4.18485, 1.98689, -0.40861], [-2.01191, 1.96385, 0.73303], [-3.22070, -0.60336, -0.63300], [-2.86816, -0.32885, -0.02547], [4.53560, -2.09028, 2.38839], [4.03874, -0.86290, 1.21627], [4.99836, 0.18813, 1.03708], [3.69498, -1.65115, -0.04075], [2.68769, -0.37333, 1.74643], [4.87751, -2.97365, 1.83952], [3.69567, -2.33574, 3.05138], [5.34269, -1.61464, 2.95141]],
  "mulliken_charge": [-0.8030, 1.0949, -0.8953, -0.6638, -0.6909, -0.8080, 1.0636, 0.8347, -0.0369, -0.8079, -0.5405, -0.6679, -0.3348, 0.7651, 1.9944, 0.7225, -0.9435, -0.4252, -0.6841, -1.0420, -0.3621, -0.1910, -0.4166, -0.8000, -0.6630, -0.8698, 0.0329, 0.5605, -0.0475, -0.7871, -0.4909, -0.7687, -0.7389, 0.2755, 0.0407, -0.9582, -0.6117, -0.7024, -0.6417, 0.6011, 0.7962, 0.4800, 0.4778, 0.4479, 0.3056, 0.4862, 0.4716, 0.4366, 0.4096, 0.4288, 0.4502, 0.4172, 0.4248, 0.3708, 0.5157, 0.4400, 0.4214, 0.4576, 0.3922, 0.0147, 0.4330, 0.4027, 0.4180, 0.3926, 0.4593, 0.4931, 0.4313, 0.4610, 0.5628, 0.4591, -0.5286, -1.0816, 1.4152, -0.5414, -0.6685, -0.4312, 0.3892, 0.2317, 0.4644],
  "charge": 2,
  "gap_ev": [6.9602, 7.0314],
  "spin_multiplicity": 4,
  "e_lumo_ev": [-6.6778, -6.6029]
}